The following is a DFT calculation (ωB97M-V/def2-TZVPD) of a 6-piece molecular cluster, C43H52N4O3 overall in a non-equilibrium geometry.

Frontier orbital gap   0.3494 hartree

```
! wB97M-V def2-TZVPD RIJCOSX def2/J DEFGRID3
* xyz 0 1
C 1.032 -1.927 -0.069
C 0.074 -1.132 0.395
C -1.306 -0.254 0.440
C -2.469 -1.188 -0.204
C -3.123 -2.368 0.678
C -4.620 -2.790 0.137
N -5.590 -1.647 0.147
N -5.165 -3.814 1.113
N -4.475 -3.318 -1.255
N -1.887 -1.484 -1.551
C -1.151 -0.248 -2.001
O -0.588 -0.032 -3.130
C -1.240 0.834 -0.791
C -0.155 2.026 -0.704
C -0.879 3.342 -1.371
C 0.113 4.600 -1.540
O 0.252 5.428 -0.336
C -0.958 6.145 -0.045
C -1.465 7.478 -0.797
O -1.709 5.679 0.890
H 1.802 -2.663 -0.529
H -1.426 0.148 1.509
H -3.327 -0.464 -0.457
H -3.124 -2.155 1.824
H -2.479 -3.330 0.549
H -5.680 -1.207 1.076
H -5.415 -0.963 -0.605
H -5.566 -3.275 1.917
H -6.000 -4.201 0.625
H -3.492 -3.650 -1.333
H -4.617 -2.572 -1.967
H -1.340 -2.361 -1.647
H -2.254 1.395 -0.642
H 0.763 1.691 -1.326
H 0.189 2.289 0.363
H -1.795 3.616 -0.707
H -1.332 3.019 -2.395
H 1.167 4.305 -1.941
H -0.336 5.306 -2.356
H -2.326 7.287 -1.552
H -0.634 8.066 -1.337
H -1.911 8.209 -0.005
C -2.826 7.311 3.226
C -1.808 6.571 3.821
C -1.546 6.713 5.181
C -2.300 7.600 5.946
C -3.312 8.347 5.349
C -3.576 8.202 3.990
H -3.034 7.195 2.168
H -1.218 5.882 3.225
H -0.755 6.134 5.646
H -2.098 7.709 7.007
H -3.896 9.042 5.944
H -4.367 8.783 3.525
C -4.995 -2.432 6.237
C -4.866 -3.724 6.739
C -5.627 -4.760 6.202
C -6.520 -4.502 5.166
C -6.656 -3.208 4.670
C -5.892 -2.173 5.204
H -4.397 -1.627 6.652
H -4.172 -3.925 7.549
H -5.524 -5.768 6.592
H -7.111 -5.309 4.746
H -7.357 -3.005 3.866
H -5.996 -1.165 4.816
C 4.986 6.094 -3.541
C 5.598 7.340 -3.434
C 5.024 8.334 -2.646
C 3.833 8.083 -1.969
C 3.216 6.841 -2.083
C 3.793 5.846 -2.867
H 5.438 5.318 -4.150
H 6.525 7.536 -3.964
H 5.503 9.304 -2.561
H 3.386 8.857 -1.353
H 2.284 6.647 -1.559
H 3.313 4.876 -2.955
C 2.396 -5.420 -2.999
C 3.495 -6.221 -3.295
C 4.454 -5.780 -4.202
C 4.312 -4.539 -4.818
C 3.208 -3.742 -4.529
C 2.250 -4.181 -3.619
H 1.651 -5.761 -2.286
H 3.605 -7.190 -2.817
H 5.313 -6.403 -4.430
H 5.061 -4.194 -5.523
H 3.093 -2.777 -5.013
H 1.390 -3.558 -3.392
C 6.768 -7.824 -2.114
C 6.300 -8.906 -1.373
C 7.129 -9.998 -1.133
C 8.427 -10.010 -1.638
C 8.893 -8.932 -2.386
C 8.064 -7.839 -2.623
H 6.124 -6.971 -2.295
H 5.287 -8.898 -0.982
H 6.765 -10.840 -0.552
H 9.075 -10.860 -1.448
H 9.902 -8.944 -2.785
H 8.428 -6.998 -3.205
*
```

Mulliken population analysis, charges in e, atoms 1 to 6: -0.098, -0.531, 0.142, 0.259, -1.244, 0.449


The following is a DFT calculation (ωB97M-V/def2-TZVPD) of C43H53BN8O2S3W as an isolated structure in a non-equilibrium geometry.

Frontier orbital gap   0.2511 hartree
ΔE to the lowest compared entry with this formula, charge and spin   80.9 kJ/mol

```
! wB97M-V def2-TZVPD RIJCOSX def2/J DEFGRID3
* xyz 2 1
W -2.046 -1.043 1.328
C -2.130 4.279 -0.537
C -1.488 3.020 -1.024
C -1.193 2.784 -2.326
C -0.667 1.524 -2.735
N -0.288 0.635 -1.862
N -0.488 0.924 -0.558
B -0.020 -0.099 0.507
N 0.753 0.627 1.669
N 1.767 1.375 1.176
C 2.487 2.059 2.016
C 2.255 1.981 3.418
C 1.244 1.227 3.917
C 0.952 1.140 5.383
C 0.436 0.547 2.958
S -0.966 -0.268 3.504
C 3.590 2.950 1.477
C 3.336 4.383 1.970
C 3.607 2.933 -0.045
C 4.936 2.446 2.015
N 1.055 -1.099 -0.074
N 1.936 -0.699 -1.010
C 2.938 -1.497 -1.268
C 3.097 -2.736 -0.588
C 2.240 -3.108 0.397
C 2.390 -4.363 1.199
C 1.167 -2.208 0.637
S 0.029 -2.406 1.905
C 3.955 -1.056 -2.306
C 5.357 -1.122 -1.687
C 3.669 0.363 -2.788
C 3.877 -2.024 -3.496
C -1.207 1.953 -0.113
S -1.857 1.809 1.448
C -0.519 1.185 -4.210
C -1.823 1.539 -4.936
C -0.246 -0.305 -4.399
C 0.633 2.021 -4.787
H -2.439 4.904 -1.372
H -2.995 4.056 0.089
H -1.433 4.847 0.082
H -1.429 3.529 -3.073
H 2.892 2.535 4.093
H 1.701 1.687 5.949
H -0.030 1.560 5.605
H 0.945 0.103 5.719
H 2.350 4.738 1.667
H 3.412 4.470 3.054
H 4.082 5.052 1.540
H 2.678 3.322 -0.465
H 4.430 3.553 -0.398
H 3.743 1.922 -0.430
H 4.970 2.447 3.104
H 5.143 1.432 1.669
H 5.738 3.093 1.662
H 3.930 -3.377 -0.846
H 3.331 -4.853 0.964
H 2.366 -4.155 2.269
H 1.576 -5.060 0.989
H 5.425 -0.520 -0.779
H 5.656 -2.142 -1.443
H 6.083 -0.733 -2.399
H 3.509 1.055 -1.963
H 4.513 0.719 -3.380
H 2.783 0.392 -3.416
H 4.126 -3.047 -3.210
H 2.881 -2.023 -3.942
H 4.588 -1.716 -4.262
H -2.679 1.049 -4.468
H -2.012 2.612 -4.964
H -1.768 1.197 -5.970
H -1.139 -0.893 -4.170
H 0.024 -0.495 -5.437
H 0.555 -0.662 -3.756
H 0.385 3.084 -4.792
H 1.548 1.894 -4.210
H 0.831 1.725 -5.816
O -3.514 -0.448 2.457
C -3.844 -0.663 3.742
C -4.499 0.334 4.457
C -4.820 0.097 5.781
C -4.521 -1.119 6.407
C -3.909 -2.116 5.684
C -3.557 -1.889 4.344
C -3.057 -2.964 3.540
N -2.577 -2.887 2.340
C -2.430 -4.183 1.627
C -1.775 -3.996 0.274
N -2.136 -2.639 -0.192
C -2.728 -2.626 -1.356
C -3.412 -1.549 -1.998
C -4.052 -1.719 -3.234
C -4.802 -0.682 -3.744
C -4.919 0.512 -3.018
C -4.290 0.701 -1.800
C -3.535 -0.356 -1.304
O -2.884 -0.240 -0.144
H -4.732 1.271 3.973
H -5.320 0.872 6.345
H -4.787 -1.276 7.441
H -3.701 -3.077 6.137
H -3.152 -3.965 3.966
H -3.444 -4.565 1.491
H -1.869 -4.889 2.241
H -2.156 -4.739 -0.427
H -0.697 -4.092 0.322
H -2.747 -3.568 -1.905
H -3.963 -2.656 -3.768
H -5.308 -0.790 -4.692
H -5.524 1.313 -3.423
H -4.377 1.616 -1.233
*
```

Mulliken population analysis, charges in e, atoms 1 to 6: 0.562, -1.880, -0.309, -0.795, -0.087, -0.323